[1]
Density functional theory data (ωB97M-V/def2-TZVPD) for one molecule with the formula C3H7NO2 at a distorted geometry.

## Properties
SMILES: C/C(CO)=N/O
calculated total energy: -8806.4542 eV
relative energy (zero: lowest compared OMol25 entry of this formula, charge and spin): 94.0 kcal/mol
HOMO: -9.65 eV
E_LUMO: 0.026 Ha
orbital gap: 0.38022 Eh
M: 89.09 g/mol

```
13
C3H7NO2, DFT ωB97M-V/def2-TZVPD
C -0.516 -1.844 -0.248
C 0.034 -0.427 -0.202
C -0.289 0.576 0.936
O -0.596 2.063 0.592
N 0.782 -0.091 -1.191
O 1.269 1.194 -0.872
H 0.054 -2.420 -0.984
H -0.474 -2.378 0.711
H -1.562 -1.821 -0.570
H 0.587 0.756 1.536
H -1.011 0.039 1.626
H 0.208 2.510 0.208
H 1.516 1.843 -1.543
```

[2]
Density functional theory data (ωB97M-V/def2-TZVPD) for C7H9N2O2 as an isolated structure at a distorted geometry.

## Properties
total charge: +1
calculated total energy: -14467.3588 eV
relative energy (zero: lowest compared OMol25 entry of this formula, charge and spin): 153.7 kcal/mol
HOMO: -13.61 eV
E_LUMO: -0.193 Ha
orbital gap: 0.30724 Eh
M: 153.16 g/mol

```
20
C7H9N2O2, DFT ωB97M-V/def2-TZVPD
C -0.973 0.313 -0.249
C -0.160 1.269 -0.184
C -3.354 0.439 0.142
C -2.351 0.310 -0.708
C 3.189 0.438 -0.210
C -0.684 -1.087 0.357
C 0.818 -1.290 0.503
N 2.488 -0.513 -0.685
N 1.509 -1.189 -0.734
O 2.852 1.649 -0.121
O 0.620 2.137 -0.224
H -4.339 0.171 -0.296
H -3.182 0.774 1.146
H -2.614 0.307 -1.776
H 4.171 0.212 0.126
H -1.131 -1.327 1.398
H -0.997 -1.789 -0.416
H 1.229 -0.598 1.293
H 1.075 -2.325 0.789
H 1.831 2.098 -0.150
```

[3]
Density functional theory data (ωB97M-V/def2-TZVPD) for one molecule with the formula C11H11N3O2S at a distorted geometry.

## Properties
SMILES: COc1ccc(CNC(=O)c2csnn2)cc1
calculated total energy: -30985.2721 eV
relative energy (zero: lowest compared OMol25 entry of this formula, charge and spin): 36.4 kcal/mol
HOMO: -8.47 eV
E_LUMO: 0.004 Ha
orbital gap: 0.31563 Eh
M: 249.30 g/mol

```
28
C11H11N3O2S, DFT ωB97M-V/def2-TZVPD
C 3.330 -0.824 -4.736
O 1.944 -0.658 -4.908
C 1.136 -0.746 -3.816
C 1.568 -1.000 -2.520
C 0.650 -1.070 -1.484
C -0.704 -0.883 -1.708
C -1.724 -0.973 -0.597
N -1.203 -0.619 0.700
C -1.466 0.562 1.292
O -2.222 1.407 0.857
C -0.738 0.724 2.579
C -0.843 1.794 3.441
S 0.193 1.516 4.760
N 0.685 0.066 4.119
N 0.137 -0.204 3.024
C -1.129 -0.626 -3.008
C -0.228 -0.561 -4.048
H 3.571 -1.820 -4.350
H 3.766 -0.707 -5.726
H 3.746 -0.064 -4.066
H 2.614 -1.146 -2.300
H 1.017 -1.267 -0.487
H -2.546 -0.282 -0.802
H -2.126 -1.993 -0.550
H -0.538 -1.231 1.150
H -1.455 2.665 3.340
H -2.180 -0.474 -3.204
H -0.553 -0.360 -5.057
```

[4]
Density functional theory data (ωB97M-V/def2-TZVPD) for C31H24BF4LaN5O5PS2 as an isolated structure at a distorted geometry.

## Properties
total charge: -2
calculated total energy: -93599.4760 eV
HOMO: -2.42 eV
E_LUMO: 0.150 Ha
orbital gap: 0.23911 Eh
M: 867.38 g/mol

```
74
C31H24BF4LaN5O5PS2, DFT ωB97M-V/def2-TZVPD
La 1.715 1.501 0.470
C 3.242 -0.180 5.375
S 4.510 -0.843 4.256
C 3.976 -0.025 2.739
S 3.601 1.623 2.764
N 4.054 -0.851 1.740
N 3.352 -0.744 0.616
C 3.806 -1.333 -0.433
C 2.931 -1.638 -1.549
C 3.445 -2.215 -2.713
C 2.590 -2.515 -3.753
C 1.232 -2.271 -3.597
C 0.809 -1.722 -2.395
N 1.619 -1.403 -1.399
H 3.439 -0.609 6.356
H 2.251 -0.462 5.024
H 3.320 0.904 5.402
H 4.830 -1.701 -0.465
H 4.512 -2.384 -2.795
H 2.969 -2.933 -4.678
H 0.519 -2.489 -4.381
H -0.246 -1.534 -2.235
O 0.923 1.388 -2.950
C -0.264 1.768 -2.387
C -1.489 0.960 -2.576
C -2.030 0.814 -3.853
C -3.293 0.274 -4.020
C -4.048 -0.062 -2.903
C -3.487 0.022 -1.639
C -2.167 0.443 -1.460
P -1.188 0.185 0.116
C -2.585 0.517 1.267
C -3.105 -0.422 2.150
C -4.217 -0.114 2.923
C -4.810 1.135 2.829
C -4.268 2.091 1.981
C -3.160 1.787 1.212
C -1.205 -1.691 0.168
C -0.166 -2.304 0.874
C -0.075 -3.686 0.965
C -1.012 -4.492 0.341
C -2.049 -3.901 -0.365
C -2.144 -2.519 -0.448
H -1.462 1.167 -4.706
H -3.705 0.156 -5.016
H -5.068 -0.412 -3.021
H -4.077 -0.249 -0.770
H -2.638 -1.393 2.247
H -4.620 -0.855 3.602
H -5.680 1.371 3.431
H -4.703 3.082 1.932
H -2.707 2.541 0.577
H 0.570 -1.688 1.368
H 0.744 -4.125 1.521
H -0.940 -5.573 0.401
H -2.793 -4.516 -0.859
H -2.958 -2.103 -1.020
O -0.161 0.245 4.130
C 0.098 0.757 3.055
O 0.810 0.216 2.118
C -0.449 2.167 2.646
O -1.221 2.772 3.370
O -0.032 2.538 1.484
N -0.520 3.864 -0.981
C -0.375 2.864 -1.655
H -0.737 4.751 -1.423
F 2.219 4.010 0.323
B 3.575 4.181 -0.161
F 4.289 5.003 0.693
F 4.097 2.863 -0.170
F 3.526 4.713 -1.445
N 3.144 1.033 -2.607
C 2.061 1.280 -2.014
H 3.075 0.971 -3.627
```